Computed, not measured: a molecular structure, C7H9N2OP, with ωB97M-V/def2-TZVPD.

XYZ file:
```
20
Properties=species:S:1:pos:R:3:forces:R:3
C 0.382116 1.879614 2.054176 -0.179 0.356 0.064
C 0.190231 2.437056 0.809957 -0.032 0.413 0.357
C 0.783630 0.333348 0.688957 0.176 0.337 -0.048
C -0.861664 0.667455 -1.940316 0.067 0.113 -0.110
C 0.510635 0.948030 -1.417549 0.021 -0.058 -0.465
C -1.346076 -0.538529 -1.697585 0.074 -0.198 -0.035
C -0.454030 -1.541332 -1.034003 0.258 -0.191 0.043
N 0.760574 0.573890 1.977192 0.100 -0.794 -0.056
N 0.469591 1.427062 -0.044877 0.241 -0.368 0.436
O 0.349467 -3.240416 1.958310 -0.270 -0.003 -0.116
P 1.201958 -0.715019 -0.748290 -0.348 -0.243 -0.177
H 0.261282 2.346621 3.011543 -0.032 0.206 0.137
H -0.086539 3.425367 0.510797 -0.082 0.225 -0.068
H -1.417364 1.451939 -2.428983 -0.159 0.082 -0.091
H 1.129172 1.564260 -2.072013 0.025 -0.109 0.083
H -2.341364 -0.846044 -1.975035 -0.250 0.071 -0.058
H 0.401069 -2.361683 2.346582 0.101 0.154 0.089
H -0.866812 -1.901881 -0.085960 0.096 -0.012 -0.081
H -0.318569 -2.417220 -1.674738 -0.004 0.005 0.070
H 1.252692 -3.492519 1.761838 0.199 0.015 0.028
```
Forces are in eV/Å.

The value obtained for the largest force on an atom is 0.803 eV/A. For the frontier orbital gap, the calculation gives 9.41 eV. Its electronic energy is -798.191681 Eh. The HOMO energy comes out at -8.54 eV.

=====

Computed, not measured: C7H9N3 in the gas phase, with ωB97M-V/def2-TZVPD.

XYZ file:
```
19
Properties=species:S:1:pos:R:3:forces:R:3
C 2.298372 0.432731 -0.022224 -0.120 -0.789 0.523
C 0.525104 -0.894788 -0.881873 2.827 0.493 -0.927
C -0.717687 -1.153425 -1.087342 -3.706 -0.892 -1.486
C -1.719106 -0.905036 0.015694 -1.696 -1.039 -0.234
C -1.239743 -0.044107 1.174653 -0.202 -0.894 -0.185
C 0.246382 0.234350 1.284542 -1.530 -1.052 -1.012
C -0.718256 1.784875 -0.364047 -1.060 -0.015 -0.582
H 2.977039 -0.170833 -0.663258 -0.465 0.511 0.554
H 2.797245 0.772405 0.881715 0.177 -0.428 0.220
H 1.990252 1.330396 -0.499718 -0.028 0.872 -0.956
H 1.216710 -1.016603 -1.759180 -0.365 0.212 1.323
H -1.133140 -1.453680 -2.153343 1.109 0.487 2.538
H -2.637860 -0.489541 -0.477241 0.653 0.123 0.648
H -2.129381 -1.866603 0.467767 0.740 0.891 -0.490
H -1.901339 -0.070284 2.062389 0.689 -0.111 -0.463
H 0.688038 0.362127 2.242883 0.363 0.267 0.515
N 1.083034 -0.354118 0.302015 1.039 -0.119 -0.497
N -0.752847 1.276838 0.911443 1.014 1.949 -1.151
N -0.872823 2.225299 -1.434870 0.563 -0.468 1.662
```
Forces are in eV/Å.

As for the SMILES: CN1C=CC[C@H]2[C@@H]1N2C#N. The value obtained for the largest force on an atom is 4.092 eV/A. For the frontier orbital gap, the calculation gives 9.20 eV. Its electronic energy is -436.305676 Eh. The HOMO energy comes out at -8.31 eV.

=====

Computed, not measured: 2 unconnected molecules or ions with the total composition C7H9N3O2S2, with ωB97M-V/def2-TZVPD.

XYZ file:
```
23
Properties=species:S:1:pos:R:3:forces:R:3
C 2.913571 -1.461260 0.307823 -0.323 0.148 0.498
C 2.537698 -1.584028 -1.059103 -0.378 0.101 -0.211
C 1.798603 -1.117694 1.007018 0.586 -0.256 -0.088
C 1.206926 -1.307231 -1.137351 0.722 -0.430 -0.366
C -3.161027 0.015386 -0.126861 -0.030 -0.368 -0.218
C -2.879251 1.115370 0.826796 0.046 0.340 0.113
C -0.543830 -0.675219 0.457293 -0.627 0.558 0.218
N 1.152022 1.355595 -0.533078 -0.568 -0.274 0.375
N 0.071230 1.711217 -0.255387 0.834 -0.020 -0.273
N 0.720410 -1.040805 0.129594 -0.070 -0.409 -0.286
O 1.660589 -0.849088 2.327595 -0.221 0.201 0.077
O 0.345449 -1.306976 -2.183524 -0.108 0.171 0.172
S -4.610095 -0.209782 -0.842976 0.199 -0.068 0.024
S -1.882274 -1.104628 -0.546036 -0.659 -0.010 -0.021
H 3.889510 -1.610588 0.720556 0.182 -0.018 0.146
H 3.181637 -1.842596 -1.874552 0.101 -0.052 -0.224
H -1.959298 1.627081 0.546757 -0.091 -0.024 0.123
H -3.711725 1.812701 0.822075 -0.045 -0.010 0.028
H -2.760143 0.729684 1.839960 0.043 -0.069 0.087
H -0.722661 -0.387550 1.479403 0.082 0.040 0.069
H 1.876879 1.984101 -0.909655 0.067 0.620 -0.202
H 0.862696 -1.265967 2.676701 0.112 -0.102 -0.002
H 0.790807 -1.643864 -2.964268 0.146 -0.067 -0.040
```
Forces are in eV/Å.

The value obtained for the largest force on an atom is 0.917 eV/A. For the frontier orbital gap (alpha / beta), the calculation gives 7.28 / 6.93 eV. Its electronic energy is -1383.101664 Eh. The HOMO energy (alpha / beta) comes out at -7.75 / -6.91 eV.

=====

Computed, not measured: 2 unconnected molecules or ions with the total composition C7H9N3O5, with ωB97M-V/def2-TZVPD.

XYZ file:
```
24
Properties=species:S:1:pos:R:3:forces:R:3
C -0.092180 -0.188600 0.267717 0.541 1.234 0.062
C -2.089728 2.560887 -1.220400 -1.516 1.144 0.747
C 2.447987 0.618658 0.481456 0.399 2.675 -0.974
C 1.898898 0.299048 -0.864562 -1.651 -1.348 -0.950
C 0.396087 -1.664451 -1.413909 0.200 -3.045 -3.327
C 1.401829 1.357555 1.261174 -0.885 1.031 0.617
C -1.514576 -2.115457 0.437784 1.007 -0.575 -0.935
N 0.639918 -0.604182 -0.753658 3.381 2.948 1.742
N -1.097420 -0.871091 0.726637 -1.495 -0.159 0.634
N -2.784661 -2.227828 0.972574 -1.831 -0.583 1.747
O -1.657952 1.668846 -1.775427 1.556 -2.084 -1.281
O -2.635021 3.425938 -0.692663 0.002 0.884 0.556
O -3.386457 -1.180023 1.266332 -0.859 0.787 0.071
O -3.329018 -3.321649 1.185719 1.088 0.351 -0.636
O 0.102839 1.087095 0.712071 -0.919 -0.896 -0.125
H 2.784296 -0.176168 1.002099 0.946 -3.154 1.391
H 3.349117 1.263587 0.377773 -0.584 -0.253 -0.100
H 1.470620 1.131924 -1.391723 0.123 0.842 0.027
H 2.568532 -0.157057 -1.560544 0.527 -0.610 -0.171
H -0.618798 -1.956320 -1.493913 -0.467 -0.544 0.281
H 1.101501 -2.196988 -2.077578 -0.061 0.956 0.604
H 1.344103 1.131756 2.393687 0.497 0.742 -1.807
H 1.475390 2.409368 0.918160 0.252 -0.194 1.371
H -1.775308 -0.294837 1.241190 -0.251 -0.149 0.459
```
Forces are in eV/Å.

The value obtained for the largest force on an atom is 4.812 eV/A. For the frontier orbital gap (alpha / beta), the calculation gives 7.13 / 6.65 eV. Its electronic energy is -812.344156 Eh. The HOMO energy (alpha / beta) comes out at -7.49 / -7.22 eV.

=====

Computed, not measured: C7H9N3S in the gas phase, with ωB97M-V/def2-TZVPD.

XYZ file:
```
20
Properties=species:S:1:pos:R:3:forces:R:3
C -1.211662 -0.784506 1.299586 1.860 2.409 -1.265
C -2.963373 0.029361 2.342998 1.880 0.902 -1.088
C -0.898846 0.586731 1.170871 0.223 0.629 0.997
C -0.570233 0.764648 -2.104634 0.204 0.846 0.204
C 0.019147 -0.319389 -1.707629 0.360 -0.392 0.114
C 0.228379 1.278703 0.745590 0.702 -2.864 -1.316
C 2.269605 -1.128865 -1.193060 2.987 2.706 -1.447
N -2.349202 -1.009392 1.881943 -2.095 -2.124 1.507
N 1.317809 0.737590 0.068411 -0.159 -1.337 -0.334
N 1.087568 -0.404194 -0.728490 0.024 -0.689 0.066
S -2.134244 1.511974 2.015641 0.197 -0.331 -0.447
H -0.474981 -1.476153 0.960728 -0.209 -0.922 -0.161
H -3.799506 0.075875 2.944931 -1.780 -0.372 0.902
H -0.452637 1.799391 -1.821945 -0.349 0.147 -0.170
H -0.383362 -1.255377 -2.085095 0.523 -0.318 0.212
H 0.280117 2.287531 0.732081 -0.083 3.134 0.521
H 2.074254 -2.114243 -1.409503 -1.089 -2.287 -0.463
H 2.773228 -0.730109 -2.230506 -1.403 -0.375 2.166
H 3.190633 -1.202252 -0.533892 -1.604 0.653 0.003
H 1.997306 1.352678 -0.348026 -0.190 0.586 0.001
```
Forces are in eV/Å.

The value obtained for the largest force on an atom is 4.283 eV/A. For the frontier orbital gap (alpha / beta), the calculation gives 5.99 / 8.34 eV. Its electronic energy is -834.354745 Eh. The HOMO energy (alpha / beta) comes out at -6.49 / -8.51 eV.

=====

Computed, not measured: C7H9N3S in the gas phase, with ωB97M-V/def2-TZVPD.

XYZ file:
```
20
Properties=species:S:1:pos:R:3:forces:R:3
C 0.163457 -1.906899 0.042887 -2.354 -0.061 0.845
C -0.350373 -0.670643 0.130679 2.527 0.561 -0.536
C 2.169182 -1.159464 0.008358 3.647 2.137 -0.107
C 2.628356 1.034890 -0.190613 0.194 1.029 0.701
C -0.850460 -3.050131 0.102179 -2.526 2.970 -0.155
C -1.351104 0.396025 0.168151 -0.399 -0.465 -0.948
C 2.179401 2.467091 -0.411768 0.108 -0.265 -1.533
N 1.450623 -2.203179 0.059737 0.650 -2.436 -0.214
N 3.869260 0.672233 -0.061001 0.126 0.806 -1.119
N 1.696895 0.080653 -0.022087 -3.188 -1.755 -0.195
S 4.018518 -0.982932 -0.062575 -2.237 -0.317 0.552
H -0.666236 -3.820444 -0.600341 0.385 -0.606 -0.710
H -0.984989 -3.445643 1.098648 0.296 -0.101 0.257
H -1.870065 -2.516973 -0.165985 1.603 -1.456 0.412
H -2.057086 0.292301 -0.679045 0.527 0.191 -0.050
H -2.014058 0.307604 1.026739 0.442 0.467 0.517
H -0.802427 1.348670 0.057064 -0.579 -0.383 0.365
H 3.068507 3.043049 -0.578870 0.503 0.432 0.187
H 1.635989 2.879185 0.417859 -0.292 0.047 0.469
H 1.573791 2.650084 -1.363698 0.566 -0.794 1.262
```
Forces are in eV/Å.

The value obtained for the largest force on an atom is 4.228 eV/A. For the frontier orbital gap, the calculation gives 7.68 eV. Its electronic energy is -834.476985 Eh. The HOMO energy comes out at -7.89 eV.